(A)
C6H17NO3 | ωB97M-V/def2-TZVPD

Last column: Mulliken charge in e.
Atoms and positions in Å:
C  1.602  -2.029  -1.369  -1.3185
C  0.295  -1.678  -0.725  0.8667
N  -0.201  -0.416  -0.760  0.2566
C  -1.574  -0.221  -0.342  -0.3268
C  -2.324  0.940  -0.989  -1.3847
C  0.563  0.712  -1.215  -0.7252
C  0.831  1.756  -0.157  -1.1726
O  -0.329  -2.560  -0.137  -0.6642
H  1.938  -1.437  -2.222  0.3730
H  1.564  -3.061  -1.696  0.3823
H  2.418  -2.000  -0.638  0.2772
H  -2.093  -1.141  -0.603  0.4702
H  -1.693  -0.179  0.739  0.2254
H  -3.260  1.070  -0.467  0.4211
H  -1.770  1.870  -0.949  0.3185
H  -2.507  0.750  -2.039  0.3260
H  1.474  0.408  -1.723  0.3247
H  0.119  1.203  -2.095  0.3033
H  -0.067  2.064  0.365  0.3154
H  1.539  1.419  0.593  0.3394
H  1.341  2.648  -0.531  0.3909
H  0.959  2.111  2.928  0.3250
H  0.663  0.636  2.720  0.3654
O  1.022  1.255  3.377  -0.6579
H  -0.289  -1.562  1.886  0.3613
H  0.237  -1.441  3.315  0.2965
O  -0.460  -1.119  2.731  -0.6891

Values from the calculation:
- E_LUMO (eV) = 0.66
- total charge = 0


(B)
C6H17NO3 | ωB97M-V/def2-TZVPD

Last column: Mulliken charge in e.
Atoms and positions in Å:
C  -1.184  -0.188  2.315  -0.5973
C  -1.395  -1.314  1.296  -0.4936
C  -0.187  -1.557  0.357  -0.9888
C  -0.549  0.214  -3.141  -0.6112
O  -0.138  1.548  -2.847  -0.5190
C  -0.723  -0.672  -1.924  -0.3870
C  -0.134  -0.538  -0.752  0.1846
N  0.231  0.146  2.603  -0.6506
H  -1.755  -0.262  3.258  0.4055
H  -1.649  0.751  1.991  0.2830
H  -2.214  -0.966  0.672  0.2775
H  -1.637  -2.237  1.822  0.3408
H  -0.109  -2.622  0.109  0.4328
H  0.744  -1.532  0.934  0.3865
H  0.355  -0.189  -3.606  0.2524
H  -1.461  0.237  -3.735  0.3876
H  -0.891  2.089  -2.596  0.2873
H  -1.380  -1.517  -2.123  0.3636
H  0.421  0.320  -0.384  0.1714
H  0.709  -0.738  2.764  0.1799
H  0.314  0.596  3.508  0.3171
H  1.039  2.647  0.788  0.3240
H  0.777  1.980  2.120  0.3462
O  1.144  2.799  1.733  -0.6876
H  2.831  0.849  -1.291  0.3032
H  3.507  -0.381  -1.822  0.3150
O  3.333  0.537  -2.051  -0.6230

Values from the calculation:
- E_LUMO (eV) = 0.65
- total charge = 0


Last place for stability: (B)